[1]
Entry from the OMol25 dataset: C30H43Cl4GeIN4O2RhSSi3 as an isolated structure in a non-equilibrium geometry (wB97M-V/def2-TZVPD).

Structure (XYZ):
```
90
Properties=species:S:1:pos:R:3
Rh 0.1545 -0.4798 -0.5642
Cl -5.3603 -1.2879 3.1608
C -3.7506 -0.8187 2.7506
C -3.2335 0.3845 3.2041
Cl -4.1970 1.4512 4.1599
C -1.9192 0.7389 2.8735
Cl -1.2445 2.2501 3.3868
C -1.1182 -0.1083 2.1235
O 0.1519 0.2237 1.8503
C -1.6654 -1.3010 1.5958
O -0.8890 -2.0137 0.8159
C -2.9684 -1.6458 1.9371
Cl -3.5790 -3.1402 1.3191
N 0.6549 -2.0293 -4.6254
C 0.2035 -1.2179 -3.6441
N 0.5280 -1.6288 -2.4483
C 1.2636 -2.8054 -2.6561
C 1.8905 -3.6542 -1.7516
C 2.5584 -4.7521 -2.2502
C 2.6323 -4.9994 -3.6318
C 2.0355 -4.1548 -4.5446
C 1.3483 -3.0620 -4.0232
H 0.5287 -1.8758 -5.6096
H -0.3920 -0.3439 -3.8456
H 1.8605 -3.4357 -0.6965
H 3.0420 -5.4374 -1.5648
H 3.1813 -5.8622 -3.9862
H 2.1050 -4.3302 -5.6107
C 0.9434 -0.3742 4.9166
Si 2.2219 -0.1220 3.5907
C 2.4369 1.7134 3.2701
C 3.8377 -0.7647 4.3083
Ge 1.6505 -1.0742 1.3965
Si 0.9515 -3.3266 1.9092
C 0.0740 -3.3290 3.5528
C 0.1819 -4.5273 0.6891
C 2.6559 -4.0846 2.2349
Si 4.0010 -0.8286 0.4415
C 3.9977 -1.1042 -1.4026
C 5.1982 -1.9858 1.2511
C 4.5255 0.9384 0.7259
H 1.2596 0.2105 5.7871
H 0.8603 -1.4130 5.2220
H -0.0468 -0.0265 4.6229
H 2.2603 2.2922 4.1822
H 1.7180 2.0489 2.5201
H 3.4387 1.9410 2.9140
H 3.9780 -0.3652 5.3192
H 4.6944 -0.4456 3.7144
H 3.8551 -1.8537 4.3864
H -0.6234 -2.5015 3.6805
H 0.8095 -3.2885 4.3570
H -0.4949 -4.2578 3.6653
H -0.2200 -4.0300 -0.1879
H -0.6541 -5.0304 1.1828
H 0.9004 -5.2871 0.3695
H 3.2262 -3.5406 2.9898
H 3.2529 -4.1371 1.3220
H 2.5254 -5.1142 2.5919
H 4.0054 -2.1598 -1.6762
H 4.8957 -0.6347 -1.8230
H 3.1230 -0.6405 -1.8606
H 4.9298 -3.0304 1.1219
H 5.3175 -1.8062 2.3155
H 6.1597 -1.8151 0.7543
H 3.6972 1.6261 0.5790
H 5.3162 1.2054 0.0161
H 4.9148 1.0888 1.7333
N 0.1568 3.5102 -1.3374
C 0.8651 2.5282 -1.9214
S 1.6582 1.4171 -0.8954
N 0.8792 2.5530 -3.2594
C 1.6802 1.8442 -4.1940
C 1.1516 1.7036 -5.4727
C 1.8718 1.0401 -6.4532
C 3.1226 0.5131 -6.1586
C 3.6553 0.6907 -4.8897
C 2.9455 1.3604 -3.9017
H -0.0429 3.3630 -0.3585
H -0.5652 3.9914 -1.8556
H 0.1615 3.1192 -3.6882
H 0.1792 2.1276 -5.7020
H 1.4544 0.9388 -7.4474
H 3.6850 -0.0154 -6.9171
H 4.6473 0.3219 -4.6628
H 3.3734 1.5058 -2.9204
I -2.3744 1.1349 -2.5674
C -1.6663 0.2248 -0.7311
H -2.3374 -0.6215 -0.6099
H -1.8528 0.9897 0.0193
```

Output
Kohn-Sham gap (spin up / spin down) ... 6.18 / 6.27 eV
Multiplicity ... 2
E_LUMO (spin up / spin down) ... -0.935 / -0.833 eV
F_max ... 2.23 eV/A
Energy above the lowest of the compared OMol25 structures with the same formula, charge and spin ... 1.910 eV

Which charges does Löwdin predict for the atoms? In e, they are: 0.58, 0.66, -0.70, -0.71, 0.66, -0.62, 0.72, -0.42, -0.38, -0.49, -0.31, -0.61, 0.71, 0.15, -0.18, 0.05, -0.21, -0.06, -0.07, -0.08, -0.02, -0.19, 0.16, 0.03, 0.05, 0.11, 0.10, 0.11, -0.19, 0.42, -0.21, -0.22, 0.73, 0.38, -0.18, -0.20, -0.23, 0.41, -0.23, -0.18, -0.24, 0.04, 0.01, 0.01, 0.04, 0.00, 0.00, 0.04, 0.00, 0.02, 0.03, 0.02, 0.04, 0.02, 0.04, 0.03, 0.01, 0.00, 0.04, 0.02, 0.04, -0.03, 0.01, 0.01, 0.05, -0.04, 0.04, 0.02, 0.11, -0.79, 0.72, 0.07, -0.25, -0.04, -0.09, -0.09, -0.06, -0.04, 0.10, 0.10, 0.13, 0.12, 0.11, 0.10, 0.11, 0.08, 0.76, -0.71, -0.01, -0.01

=====

[2]
Entry from the OMol25 dataset: C13H17ClN6O8STi as an isolated structure in a non-equilibrium geometry (wB97M-V/def2-TZVPD).

Structure (XYZ):
```
47
Properties=species:S:1:pos:R:3
Ti 0.5641 -0.8993 0.0875
O -0.9172 0.2506 -0.4207
C -1.9670 0.2284 -1.3401
C -1.5067 -0.2454 -2.7089
N -0.9186 -1.5565 -2.6493
C -1.7076 -2.6331 -2.1508
C -1.6151 -2.8879 -0.6332
O -2.5079 -3.4654 -0.0440
O -0.5021 -2.4914 -0.0849
C 0.2675 -1.7814 -3.4099
C 1.4735 -0.9889 -2.8865
O 2.4209 -0.7343 -3.6136
O 1.4678 -0.7635 -1.6146
H -0.9576 1.3360 0.4550
H -2.3859 1.2426 -1.4402
H -2.7779 -0.4149 -0.9616
H -0.7470 0.4498 -3.0722
H -2.3704 -0.1937 -3.4014
H -1.3994 -3.5697 -2.6260
H -2.7753 -2.5061 -2.3780
H 0.1708 -1.5394 -4.4788
H 0.5369 -2.8387 -3.3368
N -0.2219 3.8040 2.4321
C -0.7029 3.4000 1.2702
N -0.7982 2.0869 1.3145
C -0.2932 1.7188 2.5290
N 0.0673 2.7598 3.2385
C -0.1907 0.3295 2.9983
C -0.2069 0.1339 4.3781
N -0.2281 -1.0541 4.9605
C -0.2758 -2.0762 4.0845
C -0.2321 -1.9091 2.7288
N -0.1244 -0.6937 2.1176
H 0.0872 4.7269 2.6814
H -0.9177 4.0198 0.4185
H -0.2163 1.0047 5.0213
H -0.3525 -3.0748 4.4933
H -0.2622 -2.7636 2.0710
Cl 2.3592 -2.1497 0.9428
C 3.3507 1.7635 -1.0697
S 1.8686 2.1879 -0.2341
O 2.1743 3.2178 0.7444
O 0.8727 2.5735 -1.2147
O 1.4844 0.9209 0.4809
H 3.6866 2.6737 -1.5657
H 3.1543 0.9670 -1.7860
H 4.0718 1.4350 -0.3262
```

Output
Kohn-Sham gap (spin up / spin down) ... 5.46 / 7.10 eV
Charge ... -1
Multiplicity ... 2
E_LUMO (spin up / spin down) ... 1.902 / 1.917 eV
F_max ... 2.21 eV/A
Energy above the lowest of the compared OMol25 structures with the same formula, charge and spin ... 1.323 eV

Which charges does Löwdin predict for the atoms? In e, they are: 0.77, -0.35, -0.25, -0.15, -0.18, -0.10, -0.58, 0.04, -0.20, -0.09, -0.59, 0.04, -0.19, 0.10, 0.12, 0.12, 0.13, 0.12, 0.13, 0.13, 0.12, 0.13, 0.06, -0.08, 0.17, -0.25, 0.16, -0.15, -0.09, 0.09, -0.10, -0.12, 0.04, 0.17, 0.15, 0.11, 0.11, 0.09, 0.00, -0.13, 0.44, -0.35, -0.33, -0.46, 0.07, 0.05, 0.07

=====

[3]
Entry from the OMol25 dataset: a 4-piece molecular cluster, C19H28BN7O8 overall in a non-equilibrium geometry (wB97M-V/def2-TZVPD).

Structure (XYZ):
```
63
Properties=species:S:1:pos:R:3
C 0.6488 -1.6164 3.8151
C 0.6960 -1.0996 2.7260
C 0.5027 -0.1660 1.5954
C -0.5452 -0.4248 0.6863
C -0.7717 0.4810 -0.3827
C -1.8845 0.3480 -1.4264
C -3.0912 -0.5429 -1.0126
O -4.3190 0.2075 -0.9075
C -4.6037 0.5677 0.3695
O -3.7701 0.8703 1.1846
C -6.0840 0.6497 0.8146
C -6.4885 2.1225 1.1909
C 0.0895 1.5724 -0.4564
C 1.1503 1.8407 0.4717
C 1.3692 0.9443 1.5142
C 1.8531 3.1595 0.0834
O 2.9489 3.5083 0.3856
N 0.8731 3.7814 -0.7573
B -0.1045 4.6765 -0.1314
C -1.6886 4.5100 -0.1767
O 0.4058 5.7762 0.5694
C 0.1807 2.7238 -1.4574
O -0.2222 2.8561 -2.5775
H 0.5828 -2.0034 4.8222
H -1.1803 -1.3096 0.7915
H -2.2949 1.3703 -1.5748
H -1.5037 0.0541 -2.4249
H -2.9537 -1.0798 -0.0600
H -3.1978 -1.3287 -1.7859
H -6.7334 0.3350 -0.0227
H -6.2856 -0.0123 1.6736
H -5.5814 2.7402 1.3086
H -7.1222 2.5065 0.3695
H -7.0395 2.1793 2.1472
H 2.1673 1.1568 2.2343
H -2.1261 5.5144 0.0103
H -2.0924 4.1882 -1.1553
H -2.0947 3.8306 0.5991
H -0.0958 5.8570 1.3930
C 1.7624 0.1192 -4.3723
O 1.8487 -0.1612 -3.1860
N 2.1459 -0.7429 -5.3595
N 1.2763 1.3140 -4.8109
H 2.0822 -0.5287 -6.3360
H 2.5088 -1.6352 -5.0733
H 0.9846 1.9730 -4.1104
H 1.1985 1.5567 -5.7797
C 4.7242 -4.0955 -4.3850
O 3.7713 -4.8014 -4.6643
N 4.6751 -3.1406 -3.4111
N 5.9293 -4.1963 -5.0240
H 5.4520 -2.5537 -3.1743
H 3.8076 -3.0317 -2.9157
H 6.0093 -4.8861 -5.7479
H 6.7199 -3.6217 -4.8037
C 1.8539 -3.9450 6.8297
O 1.6571 -3.7263 5.6456
N 1.0755 -4.7949 7.5613
N 2.8704 -3.3592 7.5270
H 1.2272 -4.9827 8.5337
H 0.3164 -5.2473 7.0858
H 3.4673 -2.7270 7.0256
H 3.0428 -3.5304 8.4990
```

Output
Kohn-Sham gap ... 8.69 eV
E_LUMO ... -0.025 eV
SMILES string ... C#Cc1cc(CCOC(=O)CC)c2c(c1)C(=O)N(B(C)O)C2=O.NC(N)=O.NC(N)=O.NC(N)=O
F_max ... 2.15 eV/A

Which charges does Löwdin predict for the atoms? In e, they are: 0.13, -0.07, -0.20, 0.05, -0.11, -0.07, -0.15, 0.00, -0.48, 0.11, -0.13, -0.08, -0.03, -0.03, 0.05, -0.32, 0.17, 0.17, -0.51, 0.02, 0.14, -0.34, 0.13, 0.02, 0.12, 0.13, 0.13, 0.11, 0.13, 0.11, 0.12, 0.07, 0.07, 0.07, 0.14, 0.07, 0.07, 0.08, 0.10, -0.68, 0.01, 0.15, 0.16, 0.09, 0.09, 0.07, 0.09, -0.70, 0.02, 0.15, 0.14, 0.09, 0.10, 0.10, 0.09, -0.67, 0.00, 0.15, 0.15, 0.09, 0.10, 0.11, 0.09

=====

[4]
Entry from the OMol25 dataset: an isolated ion of composition C6H10N and charge +1 in a non-equilibrium geometry (wB97M-V/def2-TZVPD).

Structure (XYZ):
```
17
Properties=species:S:1:pos:R:3
C -1.8131 0.2886 -0.9882
C -2.4203 0.2929 0.1932
C 0.6031 0.7389 0.8726
C 0.0215 -0.6286 0.7134
C 1.5060 1.2976 -0.1521
C 0.6126 -1.5857 -0.2490
N -0.9535 0.2518 0.1828
H -1.6813 0.2762 -2.1022
H -3.2315 0.0475 0.6983
H 0.2563 1.2652 1.6438
H -0.4681 -1.0455 1.6230
H 1.3305 2.2973 -0.1807
H 1.3395 0.7765 -1.0356
H 2.5208 1.1737 0.1454
H 0.5033 -1.3123 -1.2517
H 0.1869 -2.5316 0.0054
H 1.6871 -1.6027 -0.1185
```

Output
Kohn-Sham gap ... 10.04 eV
Charge ... +1
E_LUMO ... -3.763 eV
SMILES string ... C[C@@H]1[C@H](C)[N+]12C=C2
F_max ... 7.26 eV/A
Energy above the lowest of the compared OMol25 structures with the same formula, charge and spin ... 4.606 eV

Which charges does Löwdin predict for the atoms? In e, they are: 0.13, 0.16, 0.04, -0.31, 0.01, 0.00, -0.07, 0.16, 0.08, 0.10, 0.18, 0.07, 0.07, 0.11, 0.07, 0.09, 0.11